[1]
Molecular formula: C5H7N
Method: DFT, ωB97M-V with the def2-TZVPD basis set

Geometry (Å):
1 N 0.786 -0.986 0.842
2 C -0.110 -0.481 1.682
3 C -0.777 0.449 0.639
4 C 0.453 1.089 -0.089
5 C 0.620 -0.347 -0.585
6 C -0.902 -0.459 -0.628
7 H -1.611 1.072 0.952
8 H 0.124 1.805 -0.844
9 H 1.281 1.496 0.499
10 H 1.279 -0.629 -1.436
11 H 1.555 -1.623 0.948
12 H -1.316 -1.468 -0.535
13 H -1.382 0.084 -1.445

Properties
E_HOMO in eV: -8.370
Total charge: 0
LUMO in eV: 0.99
Gap between HOMO and LUMO in eV: 9.4

[2]
Molecular formula: C40H36CrFN7O2S2Se
Method: DFT, ωB97M-V with the def2-TZVPD basis set

Geometry (Å):
1 Cr -0.325 -0.252 -0.124
2 C -2.239 2.535 0.331
3 C -1.640 2.718 1.728
4 C -0.227 3.296 1.622
5 C -1.802 1.490 2.621
6 C -2.863 1.512 3.525
7 C -3.098 0.466 4.401
8 C -2.261 -0.636 4.392
9 C -1.200 -0.717 3.498
10 C -0.339 -1.970 3.485
11 C -1.169 -3.200 3.108
12 C 0.367 -2.172 4.827
13 C -0.990 0.348 2.607
14 N 0.068 0.231 1.647
15 C 1.359 0.402 2.187
16 C 1.603 1.108 3.368
17 C 2.888 1.257 3.864
18 C 3.970 0.694 3.203
19 C 3.756 -0.037 2.044
20 C 2.471 -0.166 1.572
21 F 2.266 -0.939 0.472
22 H -2.336 3.506 -0.159
23 H -3.225 2.068 0.364
24 H -1.589 1.930 -0.310
25 H -2.246 3.483 2.220
26 H 0.435 2.663 1.031
27 H 0.222 3.452 2.602
28 H -0.282 4.269 1.129
29 H -3.509 2.381 3.548
30 H -3.924 0.518 5.098
31 H -2.440 -1.450 5.085
32 H 0.432 -1.854 2.724
33 H -1.965 -3.379 3.833
34 H -0.538 -4.090 3.081
35 H -1.631 -3.085 2.124
36 H -0.351 -2.317 5.636
37 H 0.987 -1.310 5.075
38 H 1.009 -3.054 4.790
39 H 0.766 1.542 3.898
40 H 3.042 1.818 4.776
41 H 4.973 0.812 3.589
42 H 4.566 -0.512 1.507
43 O -0.669 -0.885 -4.892
44 C 0.296 1.337 -4.594
45 C 0.472 2.202 -5.660
46 C 0.424 3.571 -5.418
47 C 0.293 4.056 -4.123
48 C 0.252 3.188 -3.036
49 C 0.280 1.836 -3.298
50 C 0.434 0.721 -2.317
51 O 0.866 0.949 -1.079
52 N -0.044 -1.402 -2.574
53 N 0.339 -1.935 -1.306
54 C 0.725 -3.158 -1.293
55 S 1.245 -3.892 0.193
56 C 1.113 -5.581 -0.455
57 C 1.586 -5.555 -1.896
58 S 0.777 -4.153 -2.722
59 H -0.739 -1.535 -4.128
60 H 0.586 1.830 -6.671
61 H 0.525 4.264 -6.242
62 H 0.272 5.125 -3.955
63 H 0.245 3.549 -2.016
64 H 0.081 -5.919 -0.376
65 H 1.748 -6.215 0.160
66 H 1.295 -6.458 -2.430
67 H 2.665 -5.427 -1.961
68 Se -6.383 0.777 -4.788
69 N -4.644 0.546 -5.095
70 C -4.083 0.275 -3.951
71 C -2.642 -0.003 -3.813
72 C -1.881 -0.054 -4.935
73 C 0.624 -0.122 -4.584
74 C 0.997 -0.479 -3.124
75 N -0.831 -0.232 -2.129
76 C -2.189 -0.134 -2.472
77 C -3.053 -0.302 -1.356
78 N -2.500 -0.616 -0.145
79 C -3.328 -0.814 0.894
80 C -4.697 -0.686 0.828
81 C -5.266 -0.326 -0.388
82 C -4.453 -0.142 -1.484
83 C -4.964 0.214 -2.804
84 N -6.225 0.449 -3.044
85 H -2.290 -0.045 -5.930
86 H 1.329 -0.434 -5.347
87 H 2.021 -0.809 -2.966
88 H -2.860 -1.074 1.831
89 H -5.294 -0.853 1.711
90 H -6.335 -0.194 -0.497

Properties
E_HOMO (spin up / spin down) in eV: -9.313 / -9.329
Total charge: +1
LUMO (spin up / spin down) in eV: -3.32 / -2.58
Spin multiplicity: 4
Gap between HOMO and LUMO (spin up / spin down) in eV: 6.0 / 6.8